{"formula": "C4H7NO3S", "method": "the ωB97M-V functional and the def2-TZVPD basis", "lumo_ev": 0.56, "gap_ev": 10.653, "fmax_ha_per_bohr": 0.0632, "relative_energy_kcal_mol": 59.46, "species": ["S", "O", "O", "O", "N", "C", "C", "C", "C", "H", "H", "H", "H", "H", "H", "H"], "xyz": [[1.1753, 1.1486, -0.0722], [1.3361, 0.3934, -1.5280], [2.2357, 2.0997, -0.0050], [1.4875, -0.2391, 0.7594], [-2.3693, -0.2685, 1.6368], [-1.8166, -0.4805, -0.9005], [-2.2170, -0.3823, 0.5169], [2.0258, -0.4195, 2.0606], [-2.8031, -0.2401, -1.6942], [1.1957, -0.0086, 2.5735], [2.2873, -1.5136, 2.0974], [-2.6395, -0.2259, -2.7696], [2.9163, 0.2076, 2.0788], [1.8558, 0.8830, -2.2281], [-0.9990, -1.1147, -1.2359], [-3.6711, 0.1604, -1.2899]], "nbo_charge": [1.77, -0.93, -0.94, -0.76, -0.32, -0.32, 0.25, -0.26, -0.29, 0.20, 0.21, 0.20, 0.19, 0.51, 0.26, 0.20]}


{"formula": "C4H7NO3S", "method": "the ωB97M-V functional and the def2-TZVPD basis", "lumo_ev": 0.45, "gap_ev": 9.401, "fmax_ha_per_bohr": 0.0912, "relative_energy_kcal_mol": 26.40, "smiles": "C[C@@]1(N)S[C@@]1(O)C(=O)O", "species": ["S", "O", "O", "O", "N", "C", "C", "C", "C", "H", "H", "H", "H", "H", "H", "H"], "xyz": [[0.3063, -1.3195, 1.5710], [0.1070, -2.7115, -1.1483], [2.4427, -0.1472, 0.3667], [1.9622, -1.8460, -2.0127], [0.2965, 1.2967, 1.1517], [-0.0486, 0.0829, 0.5392], [1.3406, -0.9365, 0.0753], [-1.2463, 0.2048, -0.3116], [1.2017, -1.8278, -1.0803], [-1.4883, -0.8386, -0.6160], [-0.2938, 2.0805, 0.9773], [-2.0200, 0.5852, 0.2109], [-0.0700, -3.1761, -0.3285], [1.2643, 1.5823, 0.9857], [-1.1247, 1.0306, -1.1536], [3.2309, -0.6355, 0.5360]], "nbo_charge": [0.14, -0.71, -0.69, -0.53, -0.85, 0.10, 0.03, -0.65, 0.71, 0.25, 0.37, 0.22, 0.50, 0.40, 0.22, 0.49]}


{"formula": "C4H7NO3S2", "method": "the ωB97M-V functional and the def2-TZVPD basis", "lumo_ev": [-2.20, -2.20], "gap_ev": [7.059, 7.062], "fmax_ha_per_bohr": 0.0702, "relative_energy_kcal_mol": 97.85, "species": ["S", "S", "O", "O", "O", "N", "C", "C", "C", "C", "H", "H", "H", "H", "H", "H", "H"], "xyz": [[1.7041, 0.3185, -0.2465], [-0.9635, 2.0152, 0.6286], [1.3643, 0.4795, -1.6434], [-3.4201, -0.6214, -0.7080], [2.9240, 1.0330, 0.1062], [-1.2732, -0.9056, 0.3251], [-2.3127, -0.4175, -0.2435], [-1.8379, 1.2010, -0.6962], [1.8570, -1.4529, 0.3064], [0.4043, 1.1469, 0.7621], [2.7884, -1.8169, -0.0071], [1.7720, -1.3012, 1.3430], [0.9285, -1.9929, 0.0192], [-1.0295, -1.8054, 0.6598], [-1.2300, 1.0832, -1.5232], [1.0002, 1.2006, 1.7087], [-2.6761, 1.8361, -0.7913]], "nbo_charge": [2.09, 0.71, -0.93, -0.62, -0.92, -0.88, 0.70, -0.65, -0.79, -0.59, 0.26, 0.23, 0.26, 0.38, 0.26, 0.25, 0.23]}


{"formula": "C4H7NO4", "method": "the ωB97M-V functional and the def2-TZVPD basis", "lumo_ev": 0.02, "gap_ev": 8.289, "fmax_ha_per_bohr": 0.0600, "relative_energy_kcal_mol": 58.79, "species": ["O", "O", "O", "O", "N", "C", "C", "C", "C", "H", "H", "H", "H", "H", "H", "H"], "xyz": [[-0.2663, -0.3677, -2.0406], [0.6259, 1.4800, 1.4831], [1.4134, 0.8098, -0.5223], [-0.9367, -1.1229, 1.6665], [0.8502, -1.8642, 0.4714], [0.3635, 0.8645, 0.3142], [-0.1199, -0.9812, 0.7877], [-0.9668, 1.1692, -0.3100], [-1.1088, -0.0635, -1.1819], [-0.9654, 2.1025, -0.8784], [1.0532, 0.4014, -1.3744], [-2.0960, -0.5436, -1.1615], [-1.7303, 1.1793, 0.4672], [0.9345, -2.7273, 0.9883], [1.3724, -1.7276, -0.3807], [1.5770, 1.3913, 1.6713]], "nbo_charge": [-0.58, -0.67, -0.73, -0.62, -0.84, 0.59, 0.53, -0.58, 0.45, 0.23, 0.51, 0.16, 0.26, 0.40, 0.40, 0.49]}


{"formula": "C4H7NOS", "method": "the ωB97M-V functional and the def2-TZVPD basis", "lumo_ev": -0.42, "gap_ev": 8.639, "fmax_ha_per_bohr": 0.0742, "relative_energy_kcal_mol": 118.92, "species": ["S", "O", "N", "C", "C", "C", "C", "H", "H", "H", "H", "H", "H", "H"], "xyz": [[3.5251, 0.6412, -0.5818], [2.3982, -1.0042, 0.9423], [2.3236, -0.0932, 0.1878], [0.4879, 0.1932, -0.3528], [-0.6907, -0.7807, 1.7432], [0.4707, 0.7953, -1.6651], [-0.5456, -0.0581, 0.4135], [-1.4895, 0.3769, 0.1147], [-0.5212, 1.3507, -1.8294], [-0.0095, -0.4008, 2.5853], [-1.6945, -0.8167, 2.1126], [1.3580, 1.5356, -1.9023], [0.3721, 0.0120, -2.4573], [-0.4519, -1.7567, 1.3410]], "nbo_charge": [0.07, -0.32, 0.02, 0.18, -0.65, -0.72, -0.24, 0.23, 0.24, 0.24, 0.22, 0.26, 0.23, 0.24]}


{"formula": "C4H7NOS", "method": "the ωB97M-V functional and the def2-TZVPD basis", "lumo_ev": 0.65, "gap_ev": 9.313, "fmax_ha_per_bohr": 0.0194, "relative_energy_kcal_mol": 30.99, "smiles": "N[C@H]1C[C@@H]1C(O)=S", "species": ["S", "O", "N", "C", "C", "C", "C", "H", "H", "H", "H", "H", "H", "H"], "xyz": [[-0.4164, 2.8142, -0.0331], [1.2847, 1.8251, -1.6978], [-0.9879, -1.8339, -0.2736], [0.1097, -0.0996, 1.2883], [0.5127, 0.2127, -0.1382], [0.4987, 1.5973, -0.6502], [-0.7978, -0.4852, 0.1854], [-0.2547, -2.4175, 0.0534], [0.6857, -0.8839, 1.7811], [1.3017, -0.4492, -0.5596], [-0.1472, 0.7797, 1.9062], [-1.8354, -2.2203, 0.0826], [-1.6731, 0.1489, 0.0212], [1.7193, 1.0118, -1.9657]], "nbo_charge": [-0.12, -0.63, -0.81, -0.42, -0.37, 0.26, -0.02, 0.35, 0.22, 0.21, 0.25, 0.37, 0.23, 0.48]}


{"formula": "C4H7NS", "method": "the ωB97M-V functional and the def2-TZVPD basis", "lumo_ev": 0.54, "gap_ev": 8.195, "fmax_ha_per_bohr": 0.0939, "relative_energy_kcal_mol": 78.61, "smiles": "C=C1CCNS1", "species": ["S", "N", "C", "C", "C", "C", "H", "H", "H", "H", "H", "H", "H"], "xyz": [[0.3879, -1.9185, -0.3010], [1.4665, -0.9688, 0.7058], [-1.9005, -0.1921, -1.3101], [-0.2391, 0.7361, 0.5271], [-0.9162, -0.1160, -0.4893], [1.2665, 0.4977, 0.5583], [-2.1359, -1.2130, -1.7920], [-2.6147, 0.5104, -1.3546], [-0.6058, 0.3673, 1.4729], [2.2769, -1.3246, 0.3658], [1.7055, 0.9675, -0.2191], [1.6530, 0.9231, 1.4222], [-0.3441, 1.7310, 0.4139]], "nbo_charge": [0.16, -0.75, -0.48, -0.50, 0.12, -0.19, 0.23, 0.21, 0.24, 0.36, 0.17, 0.20, 0.23]}


{"formula": "C4H7NS", "method": "the ωB97M-V functional and the def2-TZVPD basis", "lumo_ev": -0.31, "gap_ev": 8.536, "fmax_ha_per_bohr": 0.0957, "relative_energy_kcal_mol": 102.82, "species": ["S", "N", "C", "C", "C", "C", "H", "H", "H", "H", "H", "H", "H"], "xyz": [[-0.7940, -1.9570, 0.0386], [1.6514, -0.8589, -0.6525], [1.7700, -0.1455, 0.6455], [-1.8666, 0.7957, 0.0274], [-0.6431, -0.3686, 0.1221], [0.6765, 0.1586, -0.3672], [0.8734, 1.2047, -0.9068], [-2.8044, 0.3702, 0.4355], [-1.6197, 1.9800, 0.1208], [2.4875, 0.7214, 0.7836], [1.1218, -0.6530, 1.4887], [-2.0305, 0.4846, -1.2875], [1.1778, -1.7322, -0.4483]], "nbo_charge": [0.03, -0.57, -0.26, -0.66, -0.10, -0.21, 0.23, 0.24, 0.26, 0.23, 0.21, 0.24, 0.36]}


What did the first record say?
{"formula": "C4H7NO3S", "method": "the ωB97M-V functional and the def2-TZVPD basis", "lumo_ev": 0.56, "gap_ev": 10.653, "fmax_ha_per_bohr": 0.0632, "relative_energy_kcal_mol": 59.46, "species": ["S", "O", "O", "O", "N", "C", "C", "C", "C", "H", "H", "H", "H", "H", "H", "H"], "xyz": [[1.1753, 1.1486, -0.0722], [1.3361, 0.3934, -1.5280], [2.2357, 2.0997, -0.0050], [1.4875, -0.2391, 0.7594], [-2.3693, -0.2685, 1.6368], [-1.8166, -0.4805, -0.9005], [-2.2170, -0.3823, 0.5169], [2.0258, -0.4195, 2.0606], [-2.8031, -0.2401, -1.6942], [1.1957, -0.0086, 2.5735], [2.2873, -1.5136, 2.0974], [-2.6395, -0.2259, -2.7696], [2.9163, 0.2076, 2.0788], [1.8558, 0.8830, -2.2281], [-0.9990, -1.1147, -1.2359], [-3.6711, 0.1604, -1.2899]], "nbo_charge": [1.77, -0.93, -0.94, -0.76, -0.32, -0.32, 0.25, -0.26, -0.29, 0.20, 0.21, 0.20, 0.19, 0.51, 0.26, 0.20]}


- What is the formula in the eighth record?
  C4H7NS